# 1
Molecular formula: C29H43Br2IIrN5O2S
Method: DFT, wB97M-V/def2-TZVPD

```
84
Properties=species:S:1:pos:R:3
Ir 0.202 0.470 1.119
C -3.643 0.307 -1.170
C -3.649 1.347 -0.117
N -4.624 2.235 -0.069
C -4.567 3.218 0.812
C -3.471 3.444 1.716
C -3.568 4.645 2.633
O -2.311 5.191 2.976
C -2.466 2.510 1.742
C -1.442 2.534 2.788
N -0.436 1.748 2.861
C 0.399 1.837 4.039
C 0.414 2.934 4.896
C 1.221 2.943 6.022
C 2.035 1.858 6.322
C 2.045 0.757 5.478
C 1.228 0.775 4.364
I 1.288 -0.877 3.087
C -2.546 1.412 0.843
O -1.719 0.438 0.799
H -4.441 0.499 -1.882
H -3.801 -0.676 -0.712
H -2.676 0.265 -1.675
H -5.435 3.870 0.852
H -4.060 4.327 3.558
H -4.218 5.390 2.172
H -2.116 5.951 2.418
H -1.617 3.253 3.577
H -0.184 3.813 4.691
H 1.211 3.807 6.672
H 2.671 1.872 7.196
H 2.681 -0.092 5.696
Br 2.507 2.995 1.951
C 4.078 2.207 1.176
Br 3.605 0.646 0.149
H 4.735 1.898 1.977
H 4.542 2.932 0.520
C -1.671 -6.949 -0.449
C -0.549 -6.126 0.175
C -1.059 -4.813 0.763
C -0.004 -4.054 1.555
N 1.145 -3.643 0.714
C 1.213 -2.603 -0.103
S -0.148 -1.466 -0.182
N 2.254 -2.472 -0.906
C 2.400 -1.507 -2.014
C 1.657 -1.939 -3.272
C 2.189 -3.237 -3.876
C 1.590 -3.519 -5.250
H -1.280 -7.843 -0.931
H -2.218 -6.371 -1.196
H -2.388 -7.267 0.309
H 0.215 -5.925 -0.584
H -0.061 -6.711 0.960
H -1.893 -5.013 1.440
H -1.443 -4.169 -0.033
H 0.409 -4.689 2.338
H -0.433 -3.168 2.017
H 1.913 -4.302 0.683
H 2.998 -3.153 -0.820
H 3.468 -1.442 -2.220
H 2.055 -0.534 -1.670
H 1.755 -1.133 -4.006
H 0.592 -2.040 -3.046
H 1.973 -4.076 -3.207
H 3.279 -3.176 -3.962
H 0.501 -3.582 -5.201
H 1.962 -4.457 -5.656
H 1.846 -2.726 -5.955
C 1.746 2.333 -3.486
C 0.371 2.685 -2.892
C -0.764 2.136 -3.771
C 0.235 4.202 -2.694
C 0.283 2.029 -1.569
N 0.254 1.502 -0.553
H 1.847 2.851 -4.439
H 1.839 1.261 -3.662
H 2.557 2.656 -2.833
H -0.676 2.584 -4.760
H -1.743 2.397 -3.366
H -0.698 1.052 -3.878
H 0.306 4.680 -3.670
H 1.032 4.594 -2.062
H -0.727 4.464 -2.253
```

Values from the calculation:
E_LUMO (spin up / spin down) = -0.3603 / -0.4166 Eh
F_max = 1.326 eV/Å
charge = +3
HOMO level (spin up / spin down) = -16.946 / -16.939 eV
multiplicity = 2
energy above the lowest of the compared OMol25 structures with the same formula, charge and spin = 2.0278 eV
frontier orbital gap (spin up / spin down) = 7.14 / 5.60 eV
⟨S²⟩ = 0.78

# 2
Molecular formula: C40H110N10O10
Method: DFT, wB97M-V/def2-TZVPD

```
170
Properties=species:S:1:pos:R:3
C 0.209 1.203 3.577
O 1.029 0.406 2.767
C 1.644 1.034 1.661
C 0.669 1.598 0.610
C -0.019 0.577 -0.260
N 1.294 2.578 -0.313
H 0.423 2.273 3.646
H 0.126 0.833 4.601
H -0.791 1.029 3.153
H 2.278 1.828 2.070
H 2.252 0.308 1.118
H -0.101 2.190 1.111
H -0.772 1.081 -0.869
H -0.650 -0.072 0.358
H 0.635 -0.013 -0.901
H 2.087 2.196 -0.827
H 1.777 3.273 0.255
C -0.766 5.139 1.279
O -1.089 6.259 0.493
C -2.494 6.389 0.388
C -2.793 7.648 -0.465
C -2.709 8.941 0.332
N -4.110 7.450 -1.056
H -1.222 4.211 0.919
H -0.995 5.307 2.336
H 0.301 4.910 1.258
H -2.945 5.506 -0.079
H -2.896 6.409 1.413
H -1.982 7.569 -1.192
H -3.520 9.014 1.058
H -2.678 9.803 -0.332
H -1.780 8.872 0.907
H -4.353 8.187 -1.715
H -4.784 7.672 -0.323
C 0.182 -3.267 -0.368
O 0.637 -4.435 0.241
C -0.161 -5.546 -0.070
C 0.501 -6.867 0.272
C 1.778 -7.210 -0.524
N -0.410 -8.003 0.040
H -0.799 -2.981 0.025
H 0.063 -3.324 -1.458
H 0.828 -2.397 -0.246
H -1.102 -5.525 0.506
H -0.557 -5.500 -1.093
H 0.830 -6.791 1.315
H 1.684 -6.969 -1.583
H 2.025 -8.258 -0.365
H 2.635 -6.625 -0.179
H 0.055 -8.837 0.377
H -1.252 -7.918 0.603
C 1.401 0.129 -3.995
O 0.760 -0.385 -5.118
C 1.493 -1.465 -5.667
C 0.661 -1.931 -6.870
C -0.723 -2.383 -6.456
N 1.331 -3.016 -7.604
H 0.861 0.990 -3.581
H 2.430 0.491 -4.094
H 1.366 -0.544 -3.125
H 2.497 -1.165 -5.987
H 1.565 -2.294 -4.953
H 0.568 -1.085 -7.564
H -1.273 -1.547 -6.021
H -0.727 -3.099 -5.626
H -1.272 -2.879 -7.257
H 0.722 -3.360 -8.339
H 2.078 -2.560 -8.125
C -2.111 -2.054 2.365
O -2.539 -2.786 3.493
C -3.442 -2.110 4.361
C -4.766 -1.802 3.693
C -5.702 -1.109 4.684
N -5.439 -3.042 3.279
H -2.949 -1.849 1.688
H -1.369 -2.690 1.895
H -1.700 -1.061 2.584
H -3.651 -2.804 5.178
H -2.976 -1.207 4.774
H -4.588 -1.080 2.891
H -6.764 -1.279 4.511
H -5.585 -0.023 4.600
H -5.522 -1.329 5.741
H -4.734 -3.604 2.801
H -5.598 -3.558 4.143
C -2.308 1.584 -7.317
O -1.492 2.567 -6.725
C -1.637 2.678 -5.337
C -0.668 3.755 -4.846
C -0.782 4.043 -3.350
N -1.001 5.068 -5.435
H -3.342 1.928 -7.403
H -2.298 0.630 -6.781
H -1.916 1.348 -8.306
H -2.666 3.023 -5.147
H -1.508 1.781 -4.718
H 0.326 3.383 -5.122
H -0.645 3.153 -2.727
H -1.716 4.487 -3.010
H 0.028 4.746 -3.146
H -0.999 5.059 -6.450
H -0.276 5.721 -5.159
C 0.283 -1.838 5.520
O 0.872 -3.117 5.599
C 1.173 -3.455 6.929
C 1.747 -4.879 6.977
C 2.143 -5.397 8.375
N 2.884 -5.013 6.054
H 0.954 -1.133 6.022
H -0.694 -1.785 6.014
H 0.099 -1.519 4.496
H 1.894 -2.727 7.341
H 0.303 -3.319 7.586
H 0.866 -5.410 6.596
H 2.687 -4.614 8.904
H 2.745 -6.293 8.255
H 1.244 -5.693 8.917
H 2.496 -4.635 5.188
H 3.570 -4.323 6.358
C -4.481 2.455 2.459
O -4.785 1.903 1.224
C -4.420 2.639 0.069
C -4.823 1.860 -1.176
C -4.149 0.471 -1.220
N -4.603 2.519 -2.452
H -5.085 3.335 2.708
H -3.429 2.723 2.634
H -4.654 1.750 3.276
H -4.868 3.639 0.061
H -3.328 2.758 0.087
H -5.882 1.589 -1.128
H -4.525 -0.205 -0.454
H -3.061 0.553 -1.193
H -4.465 0.009 -2.158
H -3.614 2.507 -2.700
H -4.775 3.516 -2.323
C 4.844 0.441 -1.597
O 3.766 1.348 -1.669
C 3.889 2.338 -2.667
C 4.837 3.451 -2.193
C 4.202 4.400 -1.166
N 5.176 4.312 -3.349
H 5.176 0.145 -2.599
H 4.536 -0.479 -1.101
H 5.710 0.850 -1.071
H 4.252 1.961 -3.629
H 2.921 2.813 -2.838
H 5.750 3.063 -1.729
H 4.869 5.245 -0.992
H 3.995 3.945 -0.196
H 3.256 4.783 -1.553
H 6.000 4.834 -3.056
H 5.562 3.773 -4.122
C 6.240 -3.390 -0.179
O 5.373 -2.720 0.712
C 4.420 -3.583 1.286
C 3.272 -2.862 1.996
C 3.766 -2.062 3.183
N 2.224 -3.792 2.452
H 6.799 -2.632 -0.733
H 5.691 -3.928 -0.954
H 6.992 -3.968 0.360
H 3.983 -4.239 0.517
H 4.959 -4.295 1.928
H 2.741 -2.217 1.283
H 4.247 -1.160 2.798
H 4.379 -2.669 3.846
H 2.928 -1.670 3.765
H 1.774 -4.272 1.667
H 1.538 -3.258 2.968
```

Values from the calculation:
E_LUMO = 0.0186 Eh
F_max = 2.023 eV/Å
HOMO level = -8.517 eV
structure (SMILES) = COC[C@H](C)N.COC[C@H](C)N.COC[C@H](C)N.COC[C@H](C)N.COC[C@H](C)N.COC[C@H](C)N.COC[C@H](C)N.COC[C@H](C)N.COC[C@H](C)N.COC[C@H](C)N
multiplicity = 1
energy above the lowest of the compared OMol25 structures with the same formula, charge and spin = 2.1928 eV
frontier orbital gap = 9.02 eV

# 3
Molecular formula: C2H5NO3S
Method: DFT, wB97M-V/def2-TZVPD

```
12
Properties=species:S:1:pos:R:3
C -0.270 1.245 -0.079
C -0.210 -1.145 0.160
N 0.409 0.005 -0.358
O -3.867 0.195 -0.266
O -1.675 1.245 -0.215
O -1.790 -1.287 -0.387
S -2.591 -0.063 0.331
H 0.058 1.379 1.032
H 0.134 2.131 -0.705
H 0.070 -2.019 -0.339
H -0.201 -1.301 1.302
H 0.497 -0.327 -1.285
```

Values from the calculation:
E_LUMO = 0.0257 Eh
F_max = 2.928 eV/Å
HOMO level = -9.764 eV
multiplicity = 1
energy above the lowest of the compared OMol25 structures with the same formula, charge and spin = 2.7564 eV
frontier orbital gap = 10.46 eV

# 4
Molecular formula: C5H19NO4
Method: DFT, wB97M-V/def2-TZVPD

```
29
Properties=species:S:1:pos:R:3
C 0.761 0.353 -2.963
C -0.456 0.697 -2.175
C -1.311 -0.194 -1.617
C -2.229 0.125 -0.434
N -1.441 0.030 0.794
C -2.031 0.719 1.920
H 0.742 1.012 -3.834
H 0.941 -0.647 -3.336
H 1.590 0.596 -2.294
H -0.482 1.780 -1.883
H -1.228 -1.172 -2.036
H -2.945 -0.697 -0.283
H -2.927 1.048 -0.533
H -0.494 0.435 0.640
H -3.003 0.311 2.217
H -2.444 1.758 1.802
H -1.313 0.703 2.837
O 2.247 -0.523 2.061
H 1.821 -0.690 2.912
H 1.737 -0.991 1.377
O 1.667 2.317 1.088
H 0.891 1.984 1.547
H 2.359 1.706 1.507
O 0.073 -2.751 0.377
H -0.107 -2.509 1.292
H -0.772 -2.622 -0.053
O 2.467 -0.908 -0.452
H 2.824 -1.714 -0.083
H 3.063 -0.156 -0.393
```

Values from the calculation:
E_LUMO = 0.0138 Eh
F_max = 2.313 eV/Å
HOMO level = -8.961 eV
structure (SMILES) = C/C=C/CNC.O.O.O.O
multiplicity = 1
energy above the lowest of the compared OMol25 structures with the same formula, charge and spin = 2.4165 eV
frontier orbital gap = 9.34 eV

# 5
Molecular formula: C5H9NOS
Method: DFT, wB97M-V/def2-TZVPD

```
17
Properties=species:S:1:pos:R:3
C -2.429 -0.571 0.348
N -1.221 -0.414 -0.471
C -0.613 0.920 -0.576
C 0.764 0.291 -0.613
O 1.647 0.993 0.263
C 2.870 0.584 0.399
S 3.514 -0.776 -0.241
C 0.069 -0.934 0.046
H -2.459 -1.621 0.600
H -2.416 0.032 1.289
H -3.243 -0.277 -0.332
H -0.890 1.564 -1.375
H -0.650 1.545 0.323
H 1.183 0.090 -1.547
H 3.378 1.303 1.048
H 0.361 -1.928 -0.297
H 0.134 -0.801 1.135
```

Values from the calculation:
E_LUMO = 0.0205 Eh
F_max = 2.610 eV/Å
HOMO level = -8.945 eV
structure (SMILES) = CN1CC(OC=S)C1
multiplicity = 1
energy above the lowest of the compared OMol25 structures with the same formula, charge and spin = 2.4519 eV
frontier orbital gap = 9.50 eV

Repeat the fifth record exactly.
Molecular formula: C5H9NOS
Method: DFT, wB97M-V/def2-TZVPD

```
17
Properties=species:S:1:pos:R:3
C -2.429 -0.571 0.348
N -1.221 -0.414 -0.471
C -0.613 0.920 -0.576
C 0.764 0.291 -0.613
O 1.647 0.993 0.263
C 2.870 0.584 0.399
S 3.514 -0.776 -0.241
C 0.069 -0.934 0.046
H -2.459 -1.621 0.600
H -2.416 0.032 1.289
H -3.243 -0.277 -0.332
H -0.890 1.564 -1.375
H -0.650 1.545 0.323
H 1.183 0.090 -1.547
H 3.378 1.303 1.048
H 0.361 -1.928 -0.297
H 0.134 -0.801 1.135
```

Values from the calculation:
E_LUMO = 0.0205 Eh
F_max = 2.610 eV/Å
HOMO level = -8.945 eV
structure (SMILES) = CN1CC(OC=S)C1
multiplicity = 1
energy above the lowest of the compared OMol25 structures with the same formula, charge and spin = 2.4519 eV
frontier orbital gap = 9.50 eV

Which formula does entry 1 have?
C29H43Br2IIrN5O2S

What is the formula in the third record?
C2H5NO3S